Entry 1:
The molecule C18H18F3N5OS in a non-equilibrium geometry, computed with ωB97M-V/def2-TZVPD.

Results
Frontier orbital gap, eV: 8.309
Energy, eV: -47440.2579
Energy relative to the best compared isomer or geometry (same formula, charge and spin), kcal per mole: 0.0
HOMO, eV: -8.68
Net charge: 0

The geometry in XYZ format:
```
46
Properties=species:S:1:pos:R:3:forces:R:3
C -1.470 2.521 3.483 0.7473 -1.2730 -0.4950
C -0.509 1.938 2.398 0.1704 2.1307 -0.8065
C 0.768 2.739 2.278 2.1017 -2.0221 2.0894
N -0.375 0.488 2.327 -0.7860 2.8303 -2.3884
C 0.583 -0.315 3.048 0.4130 0.4737 -1.9525
C 1.469 -1.063 2.065 1.0035 0.7840 2.5362
N 2.782 -0.935 2.091 -0.0975 0.3991 0.5740
N 3.367 -1.869 1.255 3.9008 2.7108 1.3943
C 2.421 -2.419 0.687 -1.0690 -4.6699 -4.1589
N 2.501 -3.413 -0.326 1.1200 0.2564 -0.1321
C 1.486 -4.073 -0.955 1.6290 0.1795 0.7074
C 0.286 -3.895 -0.360 -2.5094 -0.1063 0.4396
C 0.190 -2.983 0.801 -1.4524 -0.2939 -0.9828
C 1.190 -2.121 1.207 -3.4629 -1.5877 -1.5884
C -1.412 -0.046 1.586 -1.1866 -1.0075 2.2226
O -1.991 -1.020 2.033 0.0751 -1.4605 -0.0865
N -2.099 0.588 0.533 1.1170 0.2768 -0.5798
C -1.518 0.842 -0.728 1.2725 0.2509 2.2362
C -0.156 0.902 -0.954 0.9585 0.8198 -0.3956
C 0.353 1.236 -2.205 1.5837 -0.5601 0.5062
C -0.419 1.414 -3.309 -2.1782 -0.2851 -0.3698
S 0.243 1.863 -4.935 -0.8484 1.6002 -0.4915
C 0.163 0.340 -5.983 0.1824 0.8091 0.0493
F 0.910 -0.407 -5.231 1.4987 -2.9072 0.1576
F -1.033 -0.257 -6.066 0.2678 0.5058 -0.6372
F 0.749 0.420 -7.258 -1.4120 0.2967 2.3251
C -1.811 1.358 -3.044 -0.2437 0.2684 -1.8317
C -2.338 1.142 -1.744 -1.6689 -0.3889 -3.7073
H -0.909 2.633 4.443 -0.6663 0.3911 -0.6811
H -2.291 1.818 3.635 0.0297 -0.1156 0.1866
H -1.944 3.404 3.048 0.4399 0.2949 0.5939
H -0.792 2.286 1.435 -1.9509 -0.4940 -0.8000
H 0.755 3.785 2.430 -0.8707 1.1206 0.1073
H 1.331 2.560 1.362 -0.0894 -0.3026 0.0402
H 1.333 2.355 3.139 0.9406 0.3912 -0.2703
H 1.123 0.293 3.764 0.2918 0.0458 -0.2122
H -0.009 -0.984 3.557 -0.9886 -1.9530 1.5836
H 3.409 -3.766 -0.559 0.5962 0.4787 0.0145
H 1.830 -4.756 -1.808 -1.0000 1.1217 1.4108
H -0.616 -4.461 -0.805 1.4178 1.2017 1.2178
H -0.759 -2.917 1.340 0.0598 -0.1247 -0.4390
H -3.023 0.175 0.458 0.2745 -0.0326 0.1592
H 0.586 0.852 -0.186 0.0444 -0.4313 0.6343
H 1.422 1.301 -2.343 0.2115 -0.0270 0.2853
H -2.367 1.484 -4.029 -0.1601 -0.1451 1.9389
H -3.408 0.962 -1.577 0.2932 0.5504 -0.4037
```
Forces are in eV/Å.

=====

Entry 2:
A structure of composition C18H18F6N11O7S4Ti in a non-equilibrium geometry, computed with ωB97M-V/def2-TZVPD.

Results
Frontier orbital gap, eV: 5.609
Energy, eV: -132446.3318
Energy relative to the best compared isomer or geometry (same formula, charge and spin), kcal per mole: 3.4
HOMO, eV: -3.37
Net charge: -1

The geometry in XYZ format:
```
65
Properties=species:S:1:pos:R:3:forces:R:3
Ti -0.002 -0.385 -0.076 -0.0397 -0.0833 0.0222
C -1.139 0.205 4.178 0.0169 -0.0193 -0.0628
C -0.336 1.367 3.738 -0.1020 -0.1666 -0.1546
N 0.439 2.072 4.489 0.0923 0.0217 0.1961
N 0.973 3.004 3.650 -0.0448 -0.2248 -0.1740
C 0.559 2.897 2.370 -0.3383 -0.0075 0.1906
S 0.907 3.890 1.098 0.1246 0.1578 -0.3306
N -0.310 1.835 2.440 0.1856 0.0495 0.2575
N -0.952 1.227 1.345 0.2507 0.4420 -0.0151
H -0.974 0.047 5.240 -0.0211 0.0456 0.0139
H -0.825 -0.685 3.638 0.0154 -0.0271 0.0385
H -2.206 0.364 4.001 0.0001 -0.0208 0.0027
H 1.698 3.619 3.967 -0.0070 0.1172 -0.0274
H -1.835 0.858 1.677 -0.1364 0.0882 0.0406
H -1.162 1.941 0.622 -0.0981 0.0730 0.1661
F -1.556 -3.500 -0.605 -0.0116 -0.0771 -0.0129
C -1.792 -3.918 0.631 -0.0011 0.0991 -0.2515
F -0.774 -4.657 1.050 0.0536 0.1750 0.1753
F -2.890 -4.672 0.629 -0.0315 0.0895 0.1668
S -2.045 -2.406 1.687 -0.4871 -0.1071 0.1394
O -0.895 -1.553 1.417 -0.1933 -0.7918 0.2315
O -2.183 -2.850 3.032 -0.0346 -0.1193 0.0494
N -3.383 -1.772 1.165 0.3112 -0.2677 -0.2634
S -3.418 -1.039 -0.246 -0.6828 0.2496 0.2486
O -4.085 -1.773 -1.264 0.0157 -0.0039 -0.0646
O -2.176 -0.369 -0.562 -0.2604 0.2874 -0.1733
C -4.584 0.331 0.237 0.2176 -0.0703 0.2089
F -3.990 1.081 1.188 -0.1752 -0.0288 -0.1271
F -5.711 -0.166 0.741 0.1072 0.0007 -0.0528
F -4.881 1.106 -0.792 0.1376 -0.0881 -0.0487
O -1.487 2.280 -1.174 0.2469 -0.0341 -0.1098
C -0.361 2.123 -1.631 -0.3060 0.5496 -0.0412
C 0.218 2.892 -2.797 0.1418 -0.0234 -0.0132
C 1.703 2.551 -2.741 -0.0899 -0.0572 0.0695
C 1.784 1.446 -1.704 -0.2467 0.0839 0.0078
O 2.817 0.861 -1.406 0.0249 0.3764 -0.2635
N 0.560 1.248 -1.115 0.5319 0.4256 -0.4717
H 0.003 3.954 -2.688 -0.0734 -0.0294 0.0413
H -0.256 2.522 -3.707 -0.0225 -0.0169 0.0105
H 2.309 3.386 -2.386 0.0557 -0.0268 -0.0194
H 2.117 2.191 -3.682 0.0228 -0.0240 0.0104
O 0.950 -1.762 -0.721 1.3740 -0.8396 -0.3908
N 0.099 -1.380 -1.738 -1.4329 -0.3689 0.7438
C 0.714 -1.136 -2.960 0.7387 0.3587 -0.6130
C -0.008 -0.459 -3.955 -0.0205 -0.0453 -0.0057
N -0.560 0.120 -4.797 -0.0408 0.0477 0.0796
C 2.014 -1.548 -3.269 -0.3460 -0.0354 0.1203
N 3.080 -1.906 -3.562 -0.0940 -0.0971 -0.1832
C 5.281 -1.457 -1.624 0.1507 0.0285 0.1431
C 4.539 -1.941 -0.432 -0.1831 0.4852 -0.0842
C 4.735 -3.143 0.199 -0.0091 -0.3632 0.2666
C 3.932 -3.461 1.299 0.0991 0.3105 -0.3371
N 3.037 -2.607 1.789 -0.0898 -0.2968 0.2075
C 2.857 -1.454 1.168 0.4912 0.5759 -0.5541
S 1.767 -0.251 1.715 -0.0854 0.1361 0.4225
N 3.589 -1.126 0.063 0.1622 -1.1679 0.5181
C 4.040 -4.793 1.966 -0.0098 -0.0205 0.1130
H 6.124 -2.107 -1.850 0.0045 -0.0135 0.0195
H 5.631 -0.437 -1.459 0.0312 -0.0016 0.0376
H 4.595 -1.438 -2.478 0.1154 -0.0332 0.0284
H 5.478 -3.839 -0.162 0.0082 0.0273 -0.0369
H 3.279 -0.292 -0.474 -0.0395 0.3330 -0.0833
H 5.076 -5.014 2.225 -0.0030 -0.0243 -0.0118
H 3.689 -5.574 1.290 0.0127 0.0007 -0.0166
H 3.425 -4.802 2.863 0.0167 -0.0122 0.0069
```
Forces are in eV/Å.

=====

Entry 3:
A structure of composition C18H18F6N11O7S4Ti, computed with ωB97M-V/def2-TZVPD.

Results
Spin multiplicity: 3
Frontier orbital gap (alpha / beta), eV: 5.768 / 7.149
Energy, eV: -132446.4926
Energy relative to the best compared isomer or geometry (same formula, charge and spin), kcal per mole: 0.0
HOMO (alpha / beta), eV: -3.93 / -5.32
<S²>: 2.02
Net charge: -1

The geometry in XYZ format:
```
65
Properties=species:S:1:pos:R:3:forces:R:3
Ti 0.753 0.013 -0.596 -0.2201 0.4209 -0.2158
C -3.809 3.185 0.237 -0.0258 -0.0090 0.0051
C -3.009 3.467 -0.977 -0.0045 0.0051 0.0117
N -3.104 4.524 -1.713 -0.0136 0.0381 0.0178
N -2.121 4.355 -2.653 0.0386 -0.0539 -0.0058
C -1.389 3.229 -2.506 -0.0257 0.0313 0.0287
S -0.099 2.709 -3.393 0.0283 0.0038 -0.0295
N -2.016 2.635 -1.432 0.0705 0.0050 -0.0887
N -1.563 1.489 -0.807 0.1040 -0.2117 0.0313
H -4.551 3.971 0.354 -0.0014 -0.0035 0.0057
H -3.162 3.171 1.116 0.0126 0.0086 -0.0112
H -4.312 2.219 0.166 0.0062 -0.0017 -0.0058
H -1.932 5.062 -3.339 -0.0141 0.0022 -0.0015
H -2.111 0.674 -1.060 -0.0449 0.0364 -0.0034
H -1.542 1.628 0.198 -0.0532 0.0171 -0.0061
F 4.692 -1.107 1.442 -0.0563 -0.0406 -0.0073
C 3.874 -2.078 1.058 0.0217 -0.0133 0.0231
F 2.758 -2.037 1.783 0.0663 -0.0169 -0.0093
F 4.478 -3.247 1.305 -0.0239 0.0629 -0.0131
S 3.464 -1.988 -0.778 0.0768 -0.0655 -0.1392
O 2.019 -1.801 -0.829 -0.2087 0.1192 0.2989
O 3.955 -3.220 -1.298 -0.0233 -0.0071 0.0123
N 4.287 -0.768 -1.287 0.0892 -0.0799 0.0442
S 3.746 0.585 -1.852 0.0825 -0.0442 -0.1185
O 4.355 1.723 -1.241 0.0932 0.0178 -0.0140
O 2.306 0.605 -2.058 -0.2060 0.1447 0.1233
C 4.402 0.553 -3.593 -0.0312 0.0356 0.0416
F 4.570 1.806 -4.016 -0.0607 0.0154 -0.0021
F 5.580 -0.066 -3.640 0.0533 0.0347 0.0402
F 3.557 -0.067 -4.397 -0.0056 -0.0752 0.0151
O 2.453 0.499 0.729 0.1081 -0.0701 0.0081
C 2.110 1.690 0.893 0.0726 -0.0183 -0.0914
C 2.758 2.715 1.777 0.0441 -0.0112 -0.0079
C 1.698 3.814 1.784 -0.0497 -0.0079 0.0231
C 0.643 3.330 0.781 0.0574 0.0959 -0.0543
O -0.396 3.913 0.553 -0.0220 -0.0294 0.0202
N 1.032 2.122 0.247 -0.0684 -0.1462 0.1868
H 3.697 3.010 1.304 0.0016 0.0066 0.0062
H 2.988 2.291 2.753 -0.0120 -0.0029 -0.0009
H 2.056 4.799 1.490 0.0249 -0.0165 -0.0294
H 1.207 3.914 2.752 0.0070 0.0283 -0.0019
O -0.760 -1.150 -0.926 -0.1531 -0.1497 0.0148
N -0.330 -0.785 -2.198 0.1043 -0.0923 0.1278
C -0.164 -1.846 -3.029 0.0767 0.1311 -0.0168
C -0.556 -3.149 -2.672 -0.0039 -0.0576 0.0626
N -0.899 -4.212 -2.365 -0.0171 -0.0003 -0.0054
C 0.363 -1.613 -4.322 -0.0050 -0.0169 -0.0235
N 0.780 -1.454 -5.387 0.0073 -0.0024 -0.0025
C -2.129 -4.560 0.592 -0.0301 -0.0479 0.0186
C -2.225 -3.460 1.589 0.0816 0.0385 -0.0743
C -2.983 -3.492 2.726 -0.0084 0.0223 0.0115
C -2.972 -2.355 3.554 -0.0010 -0.0264 -0.0172
N -2.225 -1.298 3.310 -0.0538 -0.0422 0.0743
C -1.438 -1.290 2.215 0.2394 -0.0381 -0.0360
S -0.357 -0.023 1.944 -0.0571 -0.0046 -0.1966
N -1.487 -2.354 1.355 -0.0399 0.0557 -0.0708
C -3.852 -2.301 4.766 -0.0038 0.0024 -0.0092
H -2.800 -5.372 0.859 0.0057 0.0013 -0.0125
H -1.106 -4.937 0.546 0.0039 0.0003 0.0002
H -2.355 -4.207 -0.413 -0.0161 0.0219 -0.0150
H -3.584 -4.358 2.963 0.0060 -0.0045 -0.0070
H -0.988 -2.252 0.456 -0.0283 -0.0015 0.0848
H -3.892 -3.269 5.265 0.0007 0.0022 0.0035
H -4.869 -2.042 4.462 0.0010 0.0017 0.0046
H -3.492 -1.540 5.452 0.0031 0.0025 -0.0020
```
Forces are in eV/Å.